Entry 1:
Formula: C5H8N2
Source: the Open Molecules 2025 dataset
Level of theory: ωB97M-V with the def2-TZVPD basis set

XYZ file:
```
15
Properties=species:S:1:pos:R:3:lowdin_charge:R:1
C 1.090 -1.168 -1.422 -0.06
C 0.049 -0.464 -0.593 -0.35
C -0.286 -0.901 0.785 -0.10
N 0.526 0.287 0.556 -0.08
C -0.058 1.593 0.808 -0.18
C -1.538 1.649 0.749 -0.22
N -2.695 1.610 0.735 0.15
H 1.571 -0.466 -2.115 0.08
H 0.629 -1.973 -2.007 0.08
H 1.862 -1.601 -0.775 0.08
H -0.767 -0.002 -1.152 0.14
H -1.316 -0.773 1.120 0.10
H 0.247 -1.741 1.225 0.11
H 0.236 1.922 1.809 0.12
H 0.361 2.307 0.090 0.13
```

Computed properties:
* total energy: -8293.3889 eV
* SMILES: C[C@H]1CN1CC#N
* total charge: 0
* ΔE to the lowest compared entry with this formula, charge and spin: 37.07 kcal per mole
* HOMO: -9.9 eV
* 2S+1: 1

---

Entry 2:
Formula: C5H8N2
Source: the Open Molecules 2025 dataset
Level of theory: ωB97M-V with the def2-TZVPD basis set

XYZ file:
```
15
Properties=species:S:1:pos:R:3:lowdin_charge:R:1
C -2.431 -0.234 -0.165 -0.09
C -0.947 -0.048 0.003 -0.35
C -0.308 1.207 -0.117 -0.04
N 0.993 1.110 0.067 0.07
C 1.284 -0.302 0.413 -0.46
N 2.500 -0.735 -0.238 0.05
C -0.009 -1.056 0.244 0.04
H -2.646 -1.299 -0.283 0.07
H -2.994 0.119 0.708 0.07
H -2.824 0.292 -1.043 0.07
H -0.755 2.176 -0.335 0.13
H 1.674 1.851 -0.001 0.15
H 2.961 -1.425 0.345 0.07
H 2.248 -1.223 -1.093 0.07
H 1.436 -0.306 1.504 0.15
```

Computed properties:
* total energy: -8292.0713 eV
* total charge: 0
* ΔE to the lowest compared entry with this formula, charge and spin: 67.45 kcal per mole
* HOMO: -7.8 eV
* 2S+1: 1

---

Entry 3:
Formula: C5H8N2
Source: the Open Molecules 2025 dataset
Level of theory: ωB97M-V with the def2-TZVPD basis set

XYZ file:
```
15
Properties=species:S:1:pos:R:3:lowdin_charge:R:1
C -0.543 1.381 -0.462 -0.03
C -0.001 0.023 -0.028 -0.59
C -0.981 -0.778 0.817 -0.02
N 0.437 -0.727 -1.218 -0.07
C 1.663 -1.232 -0.901 0.06
C 1.216 0.347 0.799 -0.24
N 1.962 0.703 1.608 0.19
H -0.800 1.962 0.427 0.10
H -1.433 1.247 -1.082 0.09
H 0.210 1.943 -1.029 0.10
H -1.934 -0.860 0.285 0.09
H -0.603 -1.788 1.006 0.09
H -1.138 -0.278 1.775 0.10
H 0.470 -0.124 -2.042 0.11
H 1.476 -1.818 0.046 0.02
```

Computed properties:
* total energy: -8291.1195 eV
* total charge: 0
* ΔE to the lowest compared entry with this formula, charge and spin: 89.40 kcal per mole
* HOMO: -8.8 eV
* 2S+1: 1

---

Entry 4:
Formula: C5H8N2
Source: the Open Molecules 2025 dataset
Level of theory: ωB97M-V with the def2-TZVPD basis set

XYZ file:
```
15
Properties=species:S:1:pos:R:3:lowdin_charge:R:1
C 1.813 -0.051 -1.003 -0.03
C 1.113 -0.391 0.256 -0.39
N 0.706 0.149 1.313 0.15
C 0.491 -1.346 1.151 -0.12
H 2.888 -0.210 -0.868 0.09
H 1.638 0.997 -1.260 0.08
H 1.481 -0.688 -1.827 0.08
H -0.537 -1.680 0.993 0.07
H 1.094 -1.995 1.786 0.08
C -2.052 1.507 0.699 -0.01
C -1.735 1.014 -0.471 -0.29
N -1.412 0.632 -1.597 0.13
H -3.081 1.537 1.032 0.05
H -1.258 1.836 1.359 0.05
H -1.212 -0.367 -1.647 0.07
```

Computed properties:
* total energy: -8291.5564 eV
* SMILES: CC1=NC1.C=C=N
* total charge: 0
* ΔE to the lowest compared entry with this formula, charge and spin: 79.33 kcal per mole
* HOMO: -9.1 eV
* 2S+1: 1

---

Entry 5:
Formula: C5H8N2
Source: the Open Molecules 2025 dataset
Level of theory: ωB97M-V with the def2-TZVPD basis set

XYZ file:
```
15
Properties=species:S:1:pos:R:3:lowdin_charge:R:1
C -0.860 0.747 -0.833 -0.14
C -1.441 -0.651 -1.016 0.01
C -0.735 -0.113 0.396 -0.68
C 0.603 -0.614 0.508 0.10
N 2.925 -0.311 0.276 0.14
C 1.735 0.194 0.231 -0.22
N -1.513 0.365 1.432 0.09
H -0.007 0.961 -1.463 0.10
H 3.626 0.426 0.365 0.06
H -1.439 1.634 -0.582 0.10
H -1.081 -0.970 -1.988 0.08
H -2.423 -0.987 -0.750 0.08
H 0.849 -1.590 0.926 0.13
H 1.571 1.262 0.403 0.14
H -1.811 -0.353 2.093 0.01
```

Computed properties:
* total energy: -8287.8481 eV
* total charge: 0
* ΔE to the lowest compared entry with this formula, charge and spin: 164.84 kcal per mole
* HOMO: -7.6 eV
* 2S+1: 1

---

Entry 6:
Formula: C5H8N2
Source: the Open Molecules 2025 dataset
Level of theory: ωB97M-V with the def2-TZVPD basis set

XYZ file:
```
15
Properties=species:S:1:pos:R:3:lowdin_charge:R:1
C 2.095 -1.334 -0.229 -0.05
C 0.819 -0.649 0.132 -0.35
C 0.175 -0.469 1.409 -0.02
C -0.975 0.241 1.072 -0.09
N -1.029 0.347 -0.275 -0.21
C -1.690 1.402 -1.004 -0.03
N 0.070 -0.166 -0.855 0.10
H 2.112 -2.383 0.102 0.08
H 2.964 -0.822 0.200 0.07
H 2.179 -1.318 -1.323 0.07
H 0.641 -0.425 2.376 0.09
H -1.823 0.585 1.642 0.12
H -2.491 1.148 -1.675 0.08
H -0.929 1.888 -1.575 0.08
H -2.086 2.113 -0.325 0.07
```

Computed properties:
* total energy: -8294.0939 eV
* SMILES: Cc1ccn(C)n1
* total charge: 0
* ΔE to the lowest compared entry with this formula, charge and spin: 20.81 kcal per mole
* HOMO: -9.0 eV
* 2S+1: 1

---

Entry 7:
Formula: C5H8N2
Source: the Open Molecules 2025 dataset
Level of theory: ωB97M-V with the def2-TZVPD basis set

XYZ file:
```
15
Properties=species:S:1:pos:R:3:lowdin_charge:R:1
C 1.620 1.588 0.418 0.14
C 2.033 0.491 -0.082 -0.16
C 0.891 -0.483 -0.206 -0.45
C -0.247 -0.205 -1.174 -0.20
C -1.948 -0.074 0.525 -0.19
N 0.697 -1.387 0.596 0.14
N -0.971 0.567 -0.215 -0.06
H 2.972 0.109 -0.497 0.11
H -0.775 -1.158 -1.421 0.12
H 1.064 2.435 0.744 0.04
H 0.050 0.439 -2.101 0.15
H -1.405 -1.027 0.943 0.10
H -2.764 -0.583 -0.150 0.10
H -2.509 0.680 1.205 0.10
H 1.293 -1.392 1.415 0.08
```

Computed properties:
* total energy: -8288.1999 eV
* total charge: 0
* ΔE to the lowest compared entry with this formula, charge and spin: 51.71 kcal per mole
* HOMO (spin up / spin down): -7.4 / -9.4 eV
* 2S+1: 3

---

Entry 8:
Formula: C5H8N2O
Source: the Open Molecules 2025 dataset
Level of theory: ωB97M-V with the def2-TZVPD basis set

XYZ file:
```
16
Properties=species:S:1:pos:R:3:lowdin_charge:R:1
C 0.250 -0.190 0.938 -0.29
C -0.310 -0.949 -0.327 -0.20
C -0.608 0.906 0.277 -0.13
C 0.060 1.150 -1.107 -0.19
C 0.282 -0.233 -1.552 -0.22
H -1.250 -0.750 1.946 0.06
H 0.137 -1.384 2.609 0.09
H 1.312 0.029 1.032 0.13
H -0.329 -2.076 -0.425 0.16
H -1.070 1.795 0.806 0.17
H -0.148 1.972 -1.846 0.15
H 2.032 0.446 -0.563 0.09
H 0.052 -0.583 -2.562 0.14
N -0.305 -0.551 2.201 0.06
N 1.425 0.651 -1.382 0.06
O -1.531 -0.235 -0.044 -0.08
```

Computed properties:
* total energy: -10338.9183 eV
* total charge: 0
* ΔE to the lowest compared entry with this formula, charge and spin: 87.81 kcal per mole
* HOMO: -9.4 eV
* 2S+1: 1

---

Entry 9:
Formula: C5H8N2O
Source: the Open Molecules 2025 dataset
Level of theory: ωB97M-V with the def2-TZVPD basis set

XYZ file:
```
16
Properties=species:S:1:pos:R:3:lowdin_charge:R:1
O -1.271 -2.074 -0.030 0.09
C -0.791 -0.853 -0.269 -0.47
N -0.722 0.060 0.605 0.03
C -0.180 1.254 -0.004 -0.23
C 0.401 0.828 -1.375 -0.16
C -0.303 -0.502 -1.654 -0.10
H -1.509 -2.130 0.904 0.11
H 0.575 1.684 0.655 0.09
H -0.991 1.983 -0.113 0.11
H 1.474 0.671 -1.279 0.10
H 0.224 1.576 -2.144 0.10
H 0.348 -1.276 -2.055 0.11
H -1.160 -0.390 -2.322 0.12
C 1.314 -0.274 3.053 -0.03
N 1.190 -0.495 1.942 0.09
H 1.401 -0.061 4.086 0.05
```

Computed properties:
* total energy: -10341.2162 eV
* SMILES: OC1=NCCC1.C#N
* total charge: 0
* ΔE to the lowest compared entry with this formula, charge and spin: 34.82 kcal per mole
* HOMO: -9.0 eV
* 2S+1: 1

---

Entry 10:
Formula: C5H8N2O
Source: the Open Molecules 2025 dataset
Level of theory: ωB97M-V with the def2-TZVPD basis set

XYZ file:
```
16
Properties=species:S:1:pos:R:3:lowdin_charge:R:1
C 1.482 -1.207 -1.250 0.00
C -0.542 1.814 0.309 -0.05
N 1.844 -0.382 0.869 0.02
C -0.997 0.387 0.323 -0.39
C -1.714 -0.189 -0.642 0.07
O 1.823 -0.284 -0.437 -0.18
C -0.672 -0.348 1.514 -0.25
N -0.666 -0.911 2.521 0.16
H 1.928 -1.355 1.185 0.05
H 1.369 -0.923 -2.284 0.08
H 1.401 -2.243 -0.942 0.09
H 0.541 1.859 0.436 0.07
H -0.985 2.356 1.146 0.09
H -0.821 2.295 -0.628 0.08
H -2.062 -1.206 -0.561 0.07
H -1.930 0.336 -1.559 0.07
```

Computed properties:
* total energy: -10336.6263 eV
* total charge: 0
* ΔE to the lowest compared entry with this formula, charge and spin: 140.67 kcal per mole
* HOMO (spin up / spin down): -8.4 / -8.4 eV
* 2S+1: 1